Computed, not measured: a molecular structure, C30H26ClN6ORuSSe2, with ωB97M-V/def2-TZVPD.

Summary:
Energy relative to the best compared isomer or geometry (same formula, charge and spin) ... 2.753 eV
E_HOMO (spin up / spin down) ... -12.1 / -12.1 eV
Expectation value of S² ... 0.96
Spin multiplicity ... 2
LUMO level (spin up / spin down) ... -6.104 / -8.030 eV
DFT total energy ... -199138.9646 eV
Total charge ... +2

Each line ends with the Mulliken spin population.
Geometry (Å):
Ru 0.092 -0.416 0.100  0.0831
Cl 4.748 -5.965 -0.594  0.0768
C 3.498 -4.882 -0.227  0.2347
C 2.278 -5.382 0.293  -0.0667
C 1.261 -4.527 0.566  0.1240
C 1.395 -3.117 0.314  0.0706
O 0.398 -2.374 0.493  0.3216
C 2.671 -2.617 -0.160  0.1193
C 2.927 -1.210 -0.350  -0.0319
N 2.109 -0.256 -0.062  0.0933
C 2.553 1.103 -0.155  -0.0122
C 3.846 1.512 0.030  0.0336
C 4.182 2.877 -0.066  -0.0111
C 3.225 3.798 -0.381  0.0216
C 1.885 3.397 -0.593  -0.0062
C 0.868 4.295 -1.007  0.0094
C -0.388 3.821 -1.215  -0.0050
C -0.670 2.470 -0.941  0.0072
N 0.235 1.603 -0.548  -0.0180
C 1.537 2.050 -0.424  -0.0179
C 3.685 -3.513 -0.427  -0.0162
H 2.164 -6.445 0.456  -0.0003
H 0.316 -4.874 0.962  0.0011
H 3.902 -0.950 -0.755  0.0023
H 4.616 0.793 0.284  0.0015
H 5.207 3.180 0.096  0.0002
H 3.477 4.849 -0.460  0.0005
H 1.113 5.335 -1.182  -0.0002
H -1.178 4.463 -1.579  -0.0001
H -1.680 2.106 -1.050  -0.0020
H 4.643 -3.153 -0.785  0.0000
Se -2.342 -2.647 1.858  0.0047
Se -2.729 -0.169 2.733  -0.0017
C -0.916 0.100 3.289  -0.0001
C -0.713 0.311 4.643  0.0009
C 0.566 0.558 5.118  0.0002
C 1.607 0.582 4.215  -0.0020
C 1.331 0.344 2.881  -0.0035
N 0.103 0.103 2.405  0.0055
C -2.643 -1.974 0.103  0.0001
C -3.682 -2.544 -0.630  -0.0016
C -4.009 -2.053 -1.880  0.0013
C -3.273 -0.995 -2.384  0.0003
C -2.253 -0.482 -1.616  -0.0102
N -1.929 -0.937 -0.386  -0.0024
H -1.563 0.286 5.309  -0.0001
H 0.740 0.737 6.172  0.0000
H 2.621 0.793 4.526  0.0000
H 2.136 0.355 2.163  0.0013
H -4.224 -3.368 -0.188  0.0004
H -4.836 -2.472 -2.439  0.0002
H -3.480 -0.572 -3.358  0.0000
H -1.651 0.330 -1.997  -0.0072
C -4.362 5.136 1.648  -0.0001
N -4.765 3.901 1.006  -0.0001
C -6.045 3.803 0.296  0.0000
C -6.072 2.344 -0.193  0.0000
N -4.765 1.843 0.254  0.0000
C -4.090 2.755 0.981  -0.0003
S -2.561 2.475 1.664  0.0013
H -5.105 5.427 2.392  0.0000
H -4.278 5.935 0.910  0.0000
H -3.403 4.988 2.134  0.0000
H -6.077 4.524 -0.521  0.0000
H -6.867 4.030 0.975  0.0000
H -6.151 2.271 -1.275  0.0000
H -6.886 1.779 0.255  0.0000
H -4.568 0.860 0.343  0.0000


Computed, not measured: 6 unconnected molecules or ions with the total composition C33H30FN5O14S, with ωB97M-V/def2-TZVPD.

Summary:
E_HOMO ... -9.6 eV
LUMO level ... -0.723 eV
DFT total energy ... -84361.8376 eV
Total charge ... 0

Each line ends with the Mulliken charge.
Geometry (Å):
C -1.792 -3.761 -0.506  -1.4958
C -2.335 -5.041 -1.084  1.1724
F -1.816 -5.274 -2.322  -0.3476
C -2.164 -6.300 -0.205  -0.5094
O -3.469 -6.773 0.142  -0.3380
S -4.607 -5.745 -0.247  1.1618
O -5.640 -6.446 -0.913  -0.5613
O -4.911 -4.903 0.855  -0.5443
O -3.748 -4.924 -1.293  -0.3352
H -0.865 -3.933 0.037  0.2768
H -2.531 -3.376 0.196  0.4659
H -1.640 -3.046 -1.314  0.3895
H -1.662 -7.093 -0.757  0.3289
H -1.622 -6.075 0.712  0.3112
C 2.474 1.124 1.091  -0.7833
C 2.996 0.152 1.934  -0.3124
C 2.200 -0.903 2.350  -0.6259
C 0.891 -0.957 1.905  0.0375
C 0.350 -0.001 1.066  -0.3565
C 1.156 1.051 0.657  -0.0815
N 0.046 -2.086 2.327  1.1016
O 0.532 -2.919 3.067  -0.6341
O -1.093 -2.130 1.900  -0.6193
H 3.107 1.939 0.765  0.4244
H 4.021 0.211 2.265  0.4329
H 2.585 -1.674 3.001  0.4663
H -0.676 -0.080 0.734  0.5601
H 0.754 1.807 0.001  0.4161
C -3.220 5.893 -1.564  -0.5714
C -1.930 5.560 -1.958  -0.4718
C -1.480 4.256 -1.833  -0.4040
C -2.344 3.310 -1.312  0.1015
C -3.631 3.618 -0.912  -0.3620
C -4.070 4.927 -1.040  -0.3864
N -1.877 1.920 -1.182  1.0946
O -0.732 1.670 -1.514  -0.6358
O -2.654 1.097 -0.742  -0.6155
H -3.568 6.913 -1.667  0.4362
H -1.272 6.316 -2.366  0.3790
H -0.481 3.976 -2.133  0.4620
H -4.275 2.851 -0.509  0.4794
H -5.070 5.199 -0.732  0.5253
C -6.447 7.512 5.086  -0.4516
C -7.779 7.477 4.695  -0.3794
C -8.112 7.189 3.381  -0.4495
C -7.090 6.938 2.484  0.1685
C -5.757 6.970 2.848  -0.3149
C -5.439 7.261 4.165  -0.4486
N -7.439 6.616 1.089  1.0227
O -8.611 6.606 0.783  -0.5906
O -6.522 6.374 0.323  -0.6622
H -6.194 7.733 6.114  0.3760
H -8.563 7.673 5.415  0.3697
H -9.141 7.157 3.058  0.4506
H -4.987 6.769 2.117  0.4999
H -4.402 7.289 4.471  0.3724
C 10.229 -1.792 1.575  -0.4408
C 10.411 -0.415 1.571  -0.3827
C 9.330 0.429 1.373  -0.4394
C 8.081 -0.134 1.184  0.1655
C 7.875 -1.502 1.179  -0.3426
C 8.966 -2.333 1.377  -0.4541
N 6.924 0.757 0.986  1.0176
O 7.124 1.954 0.968  -0.6134
O 5.832 0.237 0.853  -0.6066
H 11.077 -2.446 1.733  0.3745
H 11.396 0.005 1.725  0.3682
H 9.449 1.502 1.366  0.4447
H 6.885 -1.903 1.023  0.5238
H 8.827 -3.406 1.377  0.3707
C 1.991 -5.473 -6.216  -0.4406
C 0.856 -5.427 -5.417  -0.4992
C 0.970 -5.127 -4.068  -0.2105
C 2.227 -4.880 -3.551  -0.0362
C 3.372 -4.923 -4.325  -0.4971
C 3.244 -5.224 -5.672  -0.4122
N 2.349 -4.554 -2.116  1.0339
O 1.331 -4.547 -1.450  -0.5946
O 3.457 -4.311 -1.684  -0.6160
H 1.898 -5.704 -7.270  0.3779
H -0.119 -5.620 -5.840  0.4171
H 0.101 -5.086 -3.430  0.6577
H 4.337 -4.726 -3.883  0.4678
H 4.126 -5.263 -6.297  0.3714